No. 1
The following is a quantum chemistry calculation of a molecular structure, C45H39N5O2PReS2, from the Open Molecules 2025 dataset.

multiplicity = 4
frontier orbital gap (spin up / spin down) = 6.69 / 5.80 eV
charge = +3
E_HOMO (spin up / spin down) = -15.72 / -15.73 eV
LUMO energy (spin up / spin down) = -9.0 / -9.9 eV
relative energy (zero: lowest compared OMol25 entry of this formula, charge and spin) = 0.000 eV

Each line ends with the Mulliken spin population.
CARTESIAN COORDINATES (ANGSTROEM)
Re  0.74512  -0.20168  -0.28051  2.77
O  0.19836  2.25045  2.83502  0.04
C  0.45216  1.78809  1.76898  -0.01
O  0.00871  0.59448  1.33389  0.02
C  1.26590  2.49360  0.71423  0.04
C  1.69587  3.80288  0.90076  -0.01
C  2.33221  4.43023  -0.14055  0.01
C  2.49908  3.76290  -1.36870  -0.02
C  3.09941  4.39297  -2.48846  0.01
C  3.21194  3.73096  -3.67487  0.00
C  2.73156  2.40738  -3.79347  0.03
C  2.16269  1.76489  -2.72902  0.10
C  2.03436  2.43128  -1.49433  -0.07
N  1.46126  1.80853  -0.41316  0.01
H  1.50447  4.28086  1.85129  0.00
H  2.69418  5.44587  -0.03611  0.00
H  3.45643  5.40955  -2.38470  0.00
H  3.66255  4.21373  -4.53093  0.00
H  2.81426  1.89801  -4.74473  0.00
H  1.80532  0.74813  -2.83729  -0.03
S  -1.12460  0.79273  -1.56850  -0.05
C  -2.43793  0.14537  -0.67774  0.07
N  -3.52160  0.81063  -0.42422  0.03
C  -4.60815  0.17314  0.34151  0.00
C  -4.75031  -1.25211  -0.11103  0.00
N  -3.44743  -1.92857  0.03972  0.05
C  -3.52584  -3.38307  0.35056  0.00
C  -4.30874  -4.08391  -0.72816  0.00
C  -3.86987  -4.04006  -2.05006  0.00
C  -4.59553  -4.67916  -3.04062  0.00
C  -5.75714  -5.37083  -2.71328  0.00
C  -6.19176  -5.42105  -1.39848  0.00
C  -5.47058  -4.77196  -0.40400  0.00
C  -2.34426  -1.28204  -0.18326  0.00
S  -0.81103  -2.02394  -0.01305  -0.03
C  -3.70168  2.26381  -0.72914  0.00
C  -3.73833  3.02639  0.56498  0.00
C  -4.94354  3.46819  1.09833  0.00
C  -4.96208  4.12445  2.32174  0.00
C  -3.77814  4.33032  3.01479  0.00
C  -2.57008  3.89480  2.48268  0.00
C  -2.55082  3.25065  1.25783  0.00
H  -5.52015  0.73435  0.15753  0.00
H  -4.37173  0.24792  1.40494  0.00
H  -5.07669  -1.34530  -1.14838  0.00
H  -5.46442  -1.78191  0.51611  0.00
H  -4.02661  -3.46086  1.31611  0.00
H  -2.51280  -3.76055  0.46133  0.01
H  -2.95220  -3.51752  -2.30592  0.00
H  -4.25664  -4.65072  -4.06746  0.00
H  -6.31963  -5.87568  -3.48687  0.00
H  -7.09120  -5.96424  -1.14297  0.00
H  -5.80937  -4.81534  0.62480  0.00
H  -4.63214  2.34908  -1.29017  0.00
H  -2.87941  2.56216  -1.37131  0.00
H  -5.86833  3.33044  0.54861  0.00
H  -5.89822  4.48111  2.72898  0.00
H  -3.79438  4.84229  3.96739  0.00
H  -1.64843  4.06262  3.02402  0.00
H  -1.60983  2.92626  0.82373  0.00
N  2.86610  -2.32036  0.45390  0.02
P  2.85557  -0.67580  0.93654  -0.02
C  4.40818  0.04748  0.43814  -0.06
C  4.57488  0.53140  -0.86071  0.02
C  5.81989  0.96180  -1.28742  0.00
C  6.90517  0.90477  -0.42227  0.00
C  6.75057  0.40961  0.86678  0.00
C  5.50878  -0.02134  1.30186  0.00
C  2.68263  -0.63546  2.70098  0.04
C  1.93666  -1.63562  3.33406  0.00
C  1.70603  -1.55498  4.69569  0.00
C  2.19747  -0.47495  5.42031  0.00
C  2.92141  0.52714  4.79021  0.00
C  3.16697  0.45403  3.42943  0.00
C  2.58451  -2.55618  -0.88247  0.02
C  3.10930  -3.65168  -1.56460  -0.01
C  2.75899  -3.84878  -2.87949  0.02
C  1.88798  -2.95522  -3.51095  -0.01
C  1.40860  -1.90049  -2.78798  0.01
N  1.74997  -1.68229  -1.48844  -0.02
H  3.53909  -2.95194  0.87310  -0.01
H  3.74068  0.56473  -1.55071  -0.01
H  5.94544  1.33812  -2.29391  0.00
H  7.87782  1.24265  -0.75446  0.00
H  7.59957  0.35750  1.53469  0.00
H  5.40314  -0.41065  2.30648  0.00
H  1.54581  -2.47461  2.77127  0.00
H  1.14706  -2.33431  5.19508  0.00
H  2.01662  -0.41721  6.48529  0.00
H  3.30104  1.36379  5.36045  0.00
H  3.73975  1.23550  2.94403  0.00
H  3.78234  -4.32811  -1.05583  0.00
H  3.16091  -4.69446  -3.42205  0.00
H  1.59285  -3.08643  -4.54145  0.00
H  0.71398  -1.18864  -3.21401  0.01

No. 2
The following is a quantum chemistry calculation of a molecular structure, C28H31FN2O in a non-equilibrium geometry, from the Open Molecules 2025 dataset.

frontier orbital gap = 8.11 eV
E_HOMO = -7.48 eV
LUMO energy = 0.6 eV

Each line ends with the natural charge from an NBO analysis.
CARTESIAN COORDINATES (ANGSTROEM)
O  1.33485  0.04915  -0.02963  -0.65
C  0.13865  0.07040  -0.07876  0.70
N  -0.65687  0.44355  -1.10659  -0.45
C  -2.00315  0.57349  -1.02952  -0.28
H  -2.21394  1.01244  -0.10601  0.21
H  -2.28227  1.35806  -1.64526  0.24
C  -2.68168  -0.67198  -1.15144  -0.40
C  -2.13060  -1.32748  -2.74333  0.09
C  -1.10306  -2.24274  -2.86623  -0.29
C  -0.76976  -2.49731  -4.16009  -0.15
C  -1.44752  -2.19771  -5.18822  -0.28
C  -2.32663  -1.24251  -5.05997  -0.14
C  -2.69309  -0.59250  -3.89702  -0.31
H  -3.71908  -0.08676  -3.70326  0.24
H  -2.79356  -0.70174  -6.01878  0.19
H  -1.10882  -2.23944  -6.10139  0.21
H  0.03624  -3.07948  -4.23400  0.20
H  -0.72964  -2.52877  -1.91023  0.23
H  -3.77474  -0.79782  -1.40386  0.23
H  -2.44154  -1.58132  -0.49702  0.22
C  0.19410  0.95146  -2.17207  -0.25
C  -0.30713  2.36943  -2.21748  -0.08
C  0.05590  3.29442  -1.41060  -0.19
C  -0.28163  4.71168  -1.49059  -0.20
C  -0.68745  4.89275  -2.92820  -0.06
C  -1.20519  4.18324  -3.82394  -0.38
C  -0.79971  3.02215  -3.55542  -0.04
H  -1.19822  1.96705  -4.35046  0.16
H  -1.70306  4.54779  -4.52058  0.22
H  -1.10137  6.23346  -2.93281  0.14
H  0.10945  5.33386  -0.93085  0.18
H  0.77667  3.03996  -0.59162  0.21
H  -0.25766  0.35952  -3.03538  0.23
H  1.24768  0.95161  -1.98564  0.27
C  -0.42070  -0.40976  1.36017  -0.28
H  -1.67411  -0.66735  1.23526  0.16
C  0.18592  -1.91784  1.53171  -0.36
C  -0.63180  -2.25257  3.17933  -0.20
N  -0.12829  -1.44170  4.13152  -0.52
C  -0.60844  -0.17296  3.95547  -0.18
C  -0.19670  0.62794  2.48467  -0.40
H  -0.64394  1.44921  2.53696  0.18
H  1.06631  0.61722  2.55653  0.21
H  -1.58436  0.05545  3.86787  0.19
H  -0.13524  0.50031  4.66391  0.19
C  1.13507  -1.46349  4.62500  -0.22
C  2.38289  -1.08313  3.91380  -0.03
C  2.89303  0.25233  3.87783  -0.18
C  4.07174  0.29343  3.11898  -0.27
C  4.63440  -0.65605  2.56656  0.37
C  4.16070  -1.92992  2.36650  -0.20
C  3.05859  -2.23518  3.13456  -0.19
H  2.62980  -3.24132  2.97304  0.22
H  4.56804  -2.49961  1.81262  0.19
F  5.59909  -0.14580  1.66637  -0.36
H  4.22308  1.38872  3.27647  0.25
H  2.55525  0.86410  4.55699  0.21
H  1.14870  -0.93447  5.75241  0.21
H  1.17336  -2.67543  5.06996  0.20
H  -1.80770  -2.27610  3.04242  0.23
H  0.05891  -3.24070  3.17521  0.21
H  1.06507  -1.78998  1.62378  0.17
H  -0.25483  -2.59324  0.82037  0.20

No. 3
The following is a quantum chemistry calculation of C6H9NO3 in the gas phase in a non-equilibrium geometry, from the Open Molecules 2025 dataset.

frontier orbital gap = 10.10 eV
E_HOMO = -9.39 eV
LUMO energy = 0.7 eV
relative energy (zero: lowest compared OMol25 entry of this formula, charge and spin) = 5.133 eV

Each line ends with the natural charge from an NBO analysis.
CARTESIAN COORDINATES (ANGSTROEM)
C  0.03913  1.26177  -0.82367  0.35
C  -0.25292  2.43145  -1.33466  -0.50
C  0.23459  -1.66522  0.15853  -0.41
C  -0.83044  -0.78564  0.95422  -0.42
C  1.32153  -0.76743  -0.51307  -0.05
C  -1.02251  0.66403  0.42000  -0.16
N  -2.31708  0.72634  -0.33612  0.55
O  -3.11854  1.50645  0.08056  -0.39
O  -2.42475  0.05905  -1.29265  -0.37
O  0.77173  0.24696  -1.31647  -0.51
H  0.30350  2.77504  -2.14076  0.22
H  -0.96221  3.20670  -0.79118  0.23
H  0.70838  -2.38860  0.79738  0.21
H  -0.21588  -2.12909  -0.65740  0.21
H  -1.81721  -1.18942  1.13488  0.23
H  -0.36522  -0.64184  1.88820  0.21
H  1.98456  -0.36257  0.28124  0.16
H  1.87128  -1.29062  -1.26362  0.21
H  -0.94907  1.44527  1.17459  0.23

No. 4
The following is a quantum chemistry calculation of a gas-phase ion, C3HBrNO2S2 (charge -1) in a non-equilibrium geometry, from the Open Molecules 2025 dataset.

frontier orbital gap = 7.16 eV
charge = -1
E_HOMO = -4.07 eV
LUMO energy = 3.1 eV
relative energy (zero: lowest compared OMol25 entry of this formula, charge and spin) = 0.000 eV

Each line ends with the natural charge from an NBO analysis.
CARTESIAN COORDINATES (ANGSTROEM)
C  -2.03046  -0.65528  0.05251  -0.15
C  0.03330  -1.03366  -0.15772  -0.06
C  0.19255  0.42188  0.15439  -0.55
N  -1.21907  -1.57592  -0.17387  -0.45
O  2.34981  1.10184  -0.99179  -1.03
O  1.75369  2.34737  1.05259  -1.04
S  -1.35768  0.96218  0.37388  0.42
S  1.98145  1.01849  0.42684  1.57
Br  1.44345  -2.00771  -0.69760  0.10
H  -3.14704  -0.57918  -0.03922  0.19

No. 5
The following is a quantum chemistry calculation of C9H10BNO4 in the gas phase in a non-equilibrium geometry, from the Open Molecules 2025 dataset.

frontier orbital gap = 8.42 eV
E_HOMO = -8.13 eV
LUMO energy = 0.3 eV
relative energy (zero: lowest compared OMol25 entry of this formula, charge and spin) = 0.174 eV

Each line ends with the natural charge from an NBO analysis.
CARTESIAN COORDINATES (ANGSTROEM)
B  1.05845  -0.86556  -1.76915  1.07
C  -0.76141  2.26241  -1.45498  -0.22
C  -0.82766  2.49451  -0.10034  -0.22
C  0.19258  0.18395  -1.00206  -0.39
C  -0.21804  1.10342  -1.90519  -0.04
C  0.05617  0.41718  0.55785  0.12
C  -0.48572  1.64075  0.92506  0.31
C  -0.14670  -1.08866  2.41425  0.68
C  0.08667  0.63155  -3.33262  -0.07
C  0.00028  -2.49976  2.88109  -0.71
N  0.37077  -0.74866  1.24286  -0.60
O  -0.78815  -0.31696  3.08078  -0.65
O  0.86418  -0.52663  -3.13465  -0.69
O  1.72708  -1.87997  -1.23948  -0.88
O  -0.58233  2.14069  2.17107  -0.70
H  -1.03071  3.06423  -2.19409  0.21
H  -1.29635  3.52193  0.25333  0.23
H  -0.85685  0.25207  -3.85852  0.18
H  0.32872  1.42253  -3.99097  0.20
H  1.05012  -2.75149  2.91122  0.23
H  -0.31339  -3.14740  2.06126  0.23
H  -0.50727  -2.78519  3.83578  0.25
H  0.74621  -1.46876  0.67152  0.42
H  1.90983  -2.51894  -1.86855  0.50
H  -0.57649  1.46276  2.84454  0.51

No. 6
The following is a quantum chemistry calculation of C2H4N4 in the gas phase, from the Open Molecules 2025 dataset.

frontier orbital gap = 10.33 eV
E_HOMO = -9.69 eV
LUMO energy = 0.6 eV
relative energy (zero: lowest compared OMol25 entry of this formula, charge and spin) = 1.673 eV

Each line ends with the natural charge from an NBO analysis.
CARTESIAN COORDINATES (ANGSTROEM)
N  -0.82484  -1.42466  -0.06995  -0.78
C  -0.25039  -0.24022  0.25667  0.41
C  0.72277  0.54651  -0.56196  -0.39
N  0.88190  1.74112  0.26257  -0.17
N  0.28182  1.56203  1.34078  0.02
N  -0.43725  0.34631  1.39558  -0.39
H  -0.99113  -1.64001  -1.04108  0.40
H  -1.54803  -1.72371  0.57106  0.41
H  0.45892  0.77275  -1.59917  0.24
H  1.70624  0.05988  -0.55450  0.26